Entry from the OMol25 dataset: a molecular structure, C5H12Cl4FKMgNO7S in a non-equilibrium geometry (the ωB97M-V functional and the def2-TZVPD basis).

Summary:
Multiplicity: 1
Frontier orbital gap: 2.21 eV
Total charge: +1

Last column: Löwdin charge in e.
Atoms and positions in Å:
C -0.318 0.790 -3.970  -0.29
O -0.054 -1.137 2.809  0.06
O -1.367 -0.128 -3.884  -0.15
O 0.255 1.052 -2.675  -0.36
Mg 0.135 -4.573 3.364  1.02
H -3.306 1.660 2.498  -0.13
H -1.979 1.486 3.570  0.09
H -0.516 -3.408 1.654  0.05
Cl -0.139 0.694 0.096  0.68
C 3.806 1.775 1.457  -1.47
C -2.542 0.308 -4.562  -0.09
H 0.454 0.433 -4.681  0.14
C -2.369 2.176 2.785  -0.44
O -1.540 2.495 1.792  -0.27
Cl 3.406 1.893 -0.260  0.54
H -2.966 -0.528 -5.153  0.10
H 4.841 1.463 1.546  0.03
Cl 2.794 0.543 2.229  0.72
H 1.244 -3.826 1.692  0.07
H -3.313 0.545 -3.798  0.09
K -4.063 0.520 1.391  0.98
C 0.510 -3.017 1.608  -0.06
Cl 3.622 3.335 2.261  0.56
S 1.236 -0.189 -2.149  0.91
N 0.683 -2.099 2.760  -0.49
O 0.447 -0.715 -0.697  -0.83
F 3.443 -1.301 3.317  -0.50
H -2.768 3.005 3.405  0.10
H 0.673 -2.447 0.690  0.11
H -0.627 1.786 -4.343  0.14
O 1.546 -2.387 3.562  -0.02
O 1.157 -1.349 -3.052  -0.38
H -2.385 1.146 -5.260  0.09